[1]
Formula: C9H25LiO6
Source: OMol25
Level of theory: ωB97M-V/def2-TZVPD

```
! wB97M-V def2-TZVPD RIJCOSX def2/J DEFGRID3
* xyz 0 1
Li 0.57206 -0.37382 -0.44620
C 2.91565 -1.45937 0.26077
C 1.58014 -1.51190 0.96974
O 0.86807 -0.28954 0.94401
H 2.81804 -1.21019 -0.79587
H 3.44306 -2.40519 0.38467
H 3.56276 -0.69920 0.69838
H 1.82437 -1.86387 1.97202
H 0.96738 -2.25891 0.46515
C -1.73288 -0.68783 0.41215
C -2.89728 -0.10483 1.14114
C -2.43119 0.70009 2.39732
O -3.54042 0.85797 0.35285
H -0.84259 -0.06739 0.30948
H -2.01123 -0.97177 -0.60274
H -1.37226 -1.53169 1.00032
H -3.62540 -0.89401 1.32854
H -2.16544 1.72223 2.12769
H -1.50116 0.25886 2.75572
H -3.19720 0.68036 3.17252
H -2.91818 1.53362 0.07372
C 0.69175 2.07807 0.87617
C 0.82704 1.72515 -0.64251
O -0.23082 0.80913 -0.87527
O -0.32634 3.04695 1.03937
H 1.57125 2.46776 1.38874
H 0.44191 1.14627 1.38355
H 1.78277 1.22961 -0.81317
H 0.82390 2.58627 -1.31076
H -1.02363 1.33626 -0.75207
H -0.37870 3.14350 1.99307
C 0.03814 -1.49711 -2.14566
C 1.10108 -0.39142 -2.53232
O 1.90099 -0.00174 -1.44719
O -0.80762 -1.11802 -1.01334
H 0.51715 -2.47069 -2.04173
H -0.62862 -1.73076 -2.97569
H 0.54830 0.40892 -3.02425
H 1.65672 -0.88567 -3.32924
H 2.60829 0.53080 -1.81831
H -1.42984 -1.83692 -0.88062
*
```

Properties
ΔE to the lowest compared entry with this formula, charge and spin   363.50 kcal/mol
HOMO level   -7.79 eV
Gap between HOMO and LUMO   7.690 eV
Energy   -22212.821 eV

***

[2]
Formula: C3H2N2S
Source: OMol25
Level of theory: ωB97M-V/def2-TZVPD

```
! wB97M-V def2-TZVPD RIJCOSX def2/J DEFGRID3
* xyz 0 1
C 1.23176 -0.01939 -0.09251
C -0.77365 0.73206 0.00326
C -0.77546 -0.73873 -0.00186
H -1.64911 1.41629 0.07447
H -1.67477 -1.35270 0.13578
N 0.42003 1.15947 -0.06196
N 0.41064 -1.19352 -0.06663
S 2.81055 -0.00348 0.00946
*
```

Properties
ΔE to the lowest compared entry with this formula, charge and spin   8.30 kcal/mol
Structure (SMILES)   S=C1N=CC=N1
HOMO level   -9.55 eV
Gap between HOMO and LUMO   7.501 eV
Energy   -16957.044 eV

***

[3]
Formula: C9H13N4O2
Source: OMol25
Level of theory: ωB97M-V/def2-TZVPD

```
! wB97M-V def2-TZVPD RIJCOSX def2/J DEFGRID3
* xyz 1 1
C 1.85665 -2.74397 -0.05515
C 0.63030 -2.00837 -0.24923
C 3.08900 -2.09727 0.12864
C 0.68961 -0.61591 -0.14252
C 2.18502 0.00795 0.03814
C -2.80180 0.52119 0.24876
C -2.05786 1.60540 0.98237
C -1.75294 -0.50866 0.15197
C -0.52667 1.45070 0.49984
N 3.18390 -0.75514 0.09636
N -0.65641 0.62423 -1.73499
N 2.32229 1.44019 0.09910
N -0.58757 0.26562 -0.38489
O 1.64956 2.07534 -0.72435
O 3.08754 1.88961 0.89294
H 1.87366 -3.80483 0.08824
H -0.30251 -2.48742 -0.78445
H 3.96202 -2.59304 0.39342
H -3.61000 0.16608 0.87738
H -3.23328 0.94029 -0.69071
H -2.46525 2.61995 0.66666
H -2.21218 1.67797 1.97627
H -1.50852 -0.99989 1.06756
H -1.97660 -1.32557 -0.52787
H -0.15015 2.25227 -0.17722
H 0.11103 1.59018 1.43660
H -0.99330 -0.25325 -2.12748
H 0.19448 1.06634 -2.04540
*
```

Properties
ΔE to the lowest compared entry with this formula, charge and spin   103.42 kcal/mol
Structure (SMILES)   N[N+]1(c2cccnc2[N+](=O)[O-])CCCC1
HOMO level   -13.79 eV
Gap between HOMO and LUMO   9.193 eV
Energy   -19585.782 eV

***

[4]
Formula: C2H8NO
Source: OMol25
Level of theory: ωB97M-V/def2-TZVPD

```
! wB97M-V def2-TZVPD RIJCOSX def2/J DEFGRID3
* xyz 1 1
C -0.82846 -0.62042 0.27300
C -2.17065 -0.71139 0.20556
N -0.01576 0.64960 0.62447
H -0.16668 -1.32077 -0.16267
H -2.68694 -1.60948 -0.13654
H -2.84273 -0.05549 0.72737
H 0.67846 0.69722 -0.06025
H 0.49891 0.43166 1.46208
H -0.61497 1.44620 0.72997
H 2.53923 -0.34119 -0.97707
H 3.21351 0.79576 -1.65218
O 2.39607 0.63830 -1.03372
*
```

Properties
ΔE to the lowest compared entry with this formula, charge and spin   34.13 kcal/mol
HOMO level   -15.61 eV
Gap between HOMO and LUMO   12.021 eV
Energy   -5733.404 eV